(1)
DFT (ωB97M-V/def2-TZVPD) results for an isolated molecule of C2H5N3S2.

The geometry in XYZ format:
```
12
Properties=species:S:1:pos:R:3:forces:R:3:lowdin_charge:R:1
C 1.1221 -0.7047 -0.0187 -0.5 0.9 -0.5 -0.767
C -1.7259 -0.1899 -0.0817 1.2 0.0 0.2 -1.258
H 0.9690 0.8019 -1.4435 0.0 -0.4 -0.1 0.091
H 2.2152 1.0136 -0.3944 1.4 0.3 0.5 0.083
H 1.3471 -2.1048 1.2018 1.2 1.0 -0.7 0.070
H -1.9177 1.6387 0.7428 0.6 -0.5 -0.6 0.114
H -0.2822 1.3568 0.0883 -1.0 -0.8 0.3 0.073
N 1.3484 0.5775 -0.5359 -0.6 -0.6 -0.3 0.026
N 1.8979 -1.2947 0.7872 -1.5 -0.9 0.5 0.079
N -1.2531 1.0230 0.2465 -0.9 1.1 0.6 0.011
S -0.4685 -1.3540 -0.6375 0.0 -0.3 0.2 0.897
S -3.2522 -0.7634 0.0451 0.0 0.3 -0.1 0.579
```
Positions in Å, forces in eV/Å.

Calculated values
SMILES string	[H]/N=C(/N)SC(N)=S
total charge	0
frontier orbital gap	9.16	eV

(2)
DFT (ωB97M-V/def2-TZVPD) results for a cluster of 2 separate species, C2H5N3S2 in total.

The geometry in XYZ format:
```
12
Properties=species:S:1:pos:R:3:forces:R:3:lowdin_charge:R:1
C -1.7718 0.8497 1.6778 0.1 0.7 0.0 -0.549
C -0.7043 -0.9167 -0.3066 -2.0 -0.1 -0.2 -0.508
N -0.8657 -0.0214 1.8201 -1.4 -0.3 1.2 -0.063
N -0.2369 -0.6359 0.8331 2.3 -0.4 -0.3 -0.100
N 2.5507 -0.0115 -1.4097 -2.0 1.0 0.8 0.012
S -2.1017 1.5910 0.1176 -0.2 -0.2 -0.6 0.533
S -2.3033 -0.2423 -0.8469 0.8 -0.3 0.2 0.538
H -2.3451 1.2027 2.5370 0.4 -0.1 -0.1 0.075
H -0.2654 -1.7450 -0.8736 0.1 0.7 -0.2 0.079
H 2.9380 -0.9125 -1.5924 0.2 -0.2 0.4 -0.008
H 1.9101 0.0956 -0.5899 1.0 -0.8 -1.1 0.004
H 3.1954 0.7463 -1.3664 0.7 0.1 -0.2 -0.014
```
Positions in Å, forces in eV/Å.

Calculated values
SMILES string	C1=NN=CSS1.N
total charge	0
frontier orbital gap	8.40	eV

(3)
DFT (ωB97M-V/def2-TZVPD) results for a cluster of 2 separate species, C2H5N3S2 in total.

The geometry in XYZ format:
```
12
Properties=species:S:1:pos:R:3:forces:R:3:lowdin_charge:R:1
C -1.0691 -1.7960 0.6827 -0.4 -0.2 0.1 -0.307
C 0.1978 -1.6709 0.9323 0.7 -0.1 0.2 -0.074
N -2.2448 -2.0508 0.5684 -0.4 -0.3 0.2 0.162
N 1.9147 0.9138 -1.1597 0.5 0.3 0.0 -0.370
N 0.1418 2.4079 -0.4168 0.0 0.6 0.1 -0.915
S -1.2519 3.1783 -0.0096 -0.1 -0.2 0.0 0.477
S 0.3864 0.8550 -0.8926 -0.3 0.1 -0.1 0.831
H 0.5423 -1.0742 1.7553 0.0 0.2 0.2 0.059
H 0.9347 -2.2025 0.3606 0.1 -0.1 -0.2 0.055
H -2.8747 -1.5187 -0.0129 0.1 0.3 -0.2 0.074
H 2.3117 0.0186 -1.3972 -0.1 -0.4 -0.1 -0.024
H 1.0110 2.9398 -0.4104 0.0 -0.1 0.0 0.033
```
Positions in Å, forces in eV/Å.

Calculated values
total charge	0
frontier orbital gap (alpha / beta)	7.93 / 6.77	eV

(4)
DFT (ωB97M-V/def2-TZVPD) results for the ion C2H5N4 with charge +1.

The geometry in XYZ format:
```
11
Properties=species:S:1:pos:R:3:forces:R:3:lowdin_charge:R:1
C 0.9509 0.8172 0.3067 -1.0 0.0 -1.0 -0.208
C -0.4718 -1.1095 -0.3824 4.5 0.6 -0.3 -0.090
N -1.6368 -0.3817 -0.0620 -2.4 3.2 2.1 0.099
N -2.0917 0.5944 0.2343 0.9 -2.3 -0.9 0.417
N 0.1289 1.5274 -0.4470 1.8 -3.6 2.0 0.108
N 0.7738 -0.5474 0.2769 -3.0 -1.2 -1.3 0.043
H 1.8157 0.9672 0.9938 -0.7 1.2 -0.6 0.154
H -0.4695 -2.1110 -0.0559 -0.9 -1.2 0.1 0.134
H -0.4220 -1.0185 -1.4648 0.1 0.0 -0.2 0.160
H 0.2695 2.4774 -0.3478 0.6 2.6 0.1 0.034
H 1.1531 -1.2156 0.9482 0.1 0.9 0.0 0.150
```
Positions in Å, forces in eV/Å.

Calculated values
SMILES string	[H]/N=C/NC[N+]#N
total charge	+1
frontier orbital gap	8.62	eV

(5)
DFT (ωB97M-V/def2-TZVPD) results for the ion C2H5N4 with charge +1.

The geometry in XYZ format:
```
11
Properties=species:S:1:pos:R:3:forces:R:3:lowdin_charge:R:1
C 1.2942 -0.7406 -0.2234 0.2 -3.5 -2.4 -0.295
C -0.7808 -0.0573 0.5899 -1.7 0.8 3.9 -0.171
N 2.0817 0.0218 0.3338 -0.8 1.0 0.8 0.219
N 0.3293 2.0378 0.0451 0.1 0.1 -0.5 0.369
N -0.5420 1.2849 -0.2177 1.4 0.0 2.9 0.008
N -0.1492 -1.0349 -0.1051 1.2 -0.1 -1.2 0.020
H 1.8781 -1.4486 -0.9627 -1.3 1.0 1.0 0.177
H -0.3092 -0.0337 1.6479 -0.6 1.0 -1.8 0.175
H -1.9276 0.0258 0.7525 1.9 -1.0 -0.7 0.181
H -1.2047 1.3240 -0.9359 -1.4 0.9 -2.2 0.156
H -0.6698 -1.3792 -0.9243 1.0 -0.1 0.3 0.160
```
Positions in Å, forces in eV/Å.

Calculated values
total charge	+1
frontier orbital gap (alpha / beta)	7.50 / 9.27	eV

(6)
DFT (ωB97M-V/def2-TZVPD) results for the ion C2H5N4 with charge +1.

The geometry in XYZ format:
```
11
Properties=species:S:1:pos:R:3:forces:R:3:lowdin_charge:R:1
C -1.2679 0.5476 -0.1398 -0.2 6.0 1.0 -0.016
C 1.4419 -0.9313 0.1802 3.6 1.2 3.9 -0.148
N -0.1257 0.7424 0.7536 0.2 0.2 2.8 -0.044
N 0.4658 -1.1081 -1.9688 -0.5 -0.5 -1.5 0.388
N 0.9640 0.1010 0.8717 -0.2 -0.6 0.9 0.094
N 0.9432 -1.1384 -0.9819 -0.7 -0.4 -2.6 0.017
H -2.1147 1.0369 0.4657 0.9 -1.4 -1.1 0.139
H -1.1169 1.2995 -0.9914 -0.3 -1.6 0.7 0.135
H 2.5168 -1.3185 0.4588 -2.6 0.6 -0.7 0.193
H -0.3692 1.2022 1.6995 0.8 -0.3 -2.2 0.211
H -1.3372 -0.4334 -0.3476 -1.0 -3.1 -1.0 0.031
```
Positions in Å, forces in eV/Å.

Calculated values
SMILES string	CN/N=C\[N+]#N
total charge	+1
frontier orbital gap	9.15	eV

(7)
DFT (ωB97M-V/def2-TZVPD) results for the ion C2H5N4 with charge +1.

The geometry in XYZ format:
```
11
Properties=species:S:1:pos:R:3:forces:R:3:lowdin_charge:R:1
C 2.7575 -0.4466 -0.2124 -8.4 -2.0 0.2 -0.223
C 1.3827 -0.4010 -0.1233 2.5 4.3 -3.7 -0.172
N 3.8261 -0.1927 -0.2849 8.6 1.7 -0.6 0.230
N 0.5058 -1.1544 0.3011 -1.6 -3.9 4.5 0.043
N 1.1869 1.4075 -0.1431 0.7 -0.4 3.3 0.151
N -0.6779 -1.6324 0.3859 -0.6 0.5 -1.5 0.203
H 2.1458 1.6136 0.3624 -2.8 0.2 -0.7 0.161
H 1.3221 1.8361 -1.0729 -0.8 -0.4 0.4 0.132
H -0.8866 -2.6179 0.3382 0.7 -0.7 1.0 0.161
H 0.2719 1.6668 0.4441 2.8 -0.1 -1.8 0.192
H -1.3839 -1.1415 -0.0948 -1.3 0.9 -1.1 0.121
```
Positions in Å, forces in eV/Å.

Calculated values
multiplicity	3
total charge	+1
frontier orbital gap (alpha / beta)	7.74 / 7.37	eV

(8)
DFT (ωB97M-V/def2-TZVPD) results for the ion C2H5N4O with charge +1.

The geometry in XYZ format:
```
12
Properties=species:S:1:pos:R:3:forces:R:3:lowdin_charge:R:1
C -2.4262 -0.0088 -0.0644 2.9 0.6 4.6 -0.087
C 0.5882 0.0170 0.0599 1.7 1.1 -0.3 -0.404
N -3.1352 -0.3356 -0.8968 -0.5 -0.1 -0.8 0.199
N 1.7168 0.5444 -0.4251 1.2 -4.6 -1.3 0.230
N 0.3528 -1.2583 0.0484 -1.7 0.9 0.8 0.260
N -0.3340 0.8080 0.6362 1.6 1.4 -0.2 0.012
O -1.4010 0.2436 1.1771 -4.4 -1.3 -3.7 0.012
H 2.5495 -0.0342 -0.7956 -2.4 0.7 0.9 0.198
H 2.0069 1.4386 -0.3776 0.3 3.9 0.6 0.081
H 1.0773 -1.8361 -0.3234 -0.4 -1.1 0.1 0.152
H -0.5966 -1.3809 0.4785 1.5 -1.7 -0.7 0.153
H -0.3986 1.8024 0.4827 0.1 0.2 0.0 0.193
```
Positions in Å, forces in eV/Å.

Calculated values
SMILES string	N#CO[NH+]=C(N)N
total charge	+1
frontier orbital gap	11.22	eV

(9)
DFT (ωB97M-V/def2-TZVPD) results for the ion C2H5N4O3 with charge -1.

The geometry in XYZ format:
```
14
Properties=species:S:1:pos:R:3:forces:R:3:lowdin_charge:R:1
C 0.3583 0.2847 -0.0761 -2.9 -4.4 -3.4 -0.379
C -1.2996 -1.4837 -0.4719 0.6 2.3 -1.8 -0.502
N 1.2981 1.0798 -0.6285 -0.5 -2.0 -1.4 0.084
N -0.2255 -0.7472 -1.0273 3.0 5.2 3.3 0.019
N 0.1246 0.3818 1.2581 -0.2 0.3 1.6 0.121
N 1.8441 2.0051 0.0353 1.9 2.5 0.9 -0.484
O 1.2552 2.6352 0.9895 0.8 -0.2 -0.6 -0.114
O 3.0049 2.3586 -0.3320 -1.4 -0.1 0.6 -0.072
O -1.5811 -2.5686 -1.2575 -1.0 -2.2 -1.4 -0.076
H -1.0152 -1.8460 0.4308 0.6 -1.7 3.2 0.059
H -2.1459 -0.8325 -0.3094 -1.1 0.3 0.0 0.095
H 0.5772 1.1888 1.7159 -0.3 -0.3 -0.7 0.062
H -0.5548 -0.0325 1.8987 0.2 -0.4 -1.5 0.095
H -1.6405 -2.4236 -2.2255 0.4 0.7 1.2 0.091
```
Positions in Å, forces in eV/Å.

Calculated values
SMILES string	N/C(N=[N+]([O-])[O-])=N\CO
total charge	-1
frontier orbital gap	7.34	eV

(10)
DFT (ωB97M-V/def2-TZVPD) results for an isolated molecule of C2H5N5.

The geometry in XYZ format:
```
12
Properties=species:S:1:pos:R:3:forces:R:3:lowdin_charge:R:1
C 0.0244 -1.5174 0.1599 -2.6 3.1 -0.6 -0.247
C -1.9174 -0.1173 -0.4679 0.6 0.4 -1.6 -0.225
N -1.1009 -0.8916 0.0050 0.7 -1.7 0.4 0.065
N 1.2020 -0.9093 0.1106 2.7 3.1 -1.0 -0.030
N 1.2651 0.3582 -0.2104 -0.2 -2.7 1.1 -0.078
N -2.5345 0.8954 0.0967 1.6 -1.9 2.1 0.090
N 2.5277 0.7673 -0.0908 1.6 -2.6 0.4 -0.026
H 0.0542 -2.5183 0.2784 -0.1 -3.1 0.8 0.064
H -3.1164 1.3555 -0.5032 -2.0 1.9 -0.7 0.046
H -2.3873 0.9802 1.1024 -0.7 0.9 -0.4 0.115
H 2.7242 1.6734 -0.4664 0.2 0.0 -0.2 0.070
H 3.2590 -0.0762 -0.0142 -1.9 2.8 -0.3 0.155
```
Positions in Å, forces in eV/Å.

Calculated values
total charge	0
frontier orbital gap (alpha / beta)	7.31 / 6.99	eV

ΔE to the lowest compared entry with this formula, charge and spin readings, ordered: 0.919 2.986 4.931 1.883 5.488 3.333 2.289 4.284 1.061 4.829 eV